Record 1
Computed, not measured: 10 unconnected molecules or ions with the total composition C48H122N6O16 at a distorted geometry, with ωB97M-V with the def2-TZVPD basis set.

Each line ends with the Mulliken charge.
Geometry (Å):
C (9.34475, 1.75287, 1.23531)  -0.7531
O (10.38676, 1.18452, 0.43217)  -0.2961
C (10.22292, -0.13893, 0.16446)  -0.5782
C (11.45042, -0.73490, -0.57781)  -0.7162
N (11.71079, -0.09793, -1.89125)  -0.4199
C (12.95855, -0.59540, -2.45288)  -0.5337
C (13.30195, 0.14136, -3.72534)  -0.7379
O (13.53731, 1.54516, -3.50045)  -0.3180
C (13.62674, 2.30116, -4.72338)  -0.7183
H (9.28087, 1.24313, 2.19666)  0.3205
H (8.40341, 1.61572, 0.70317)  0.2724
H (9.41696, 2.80357, 1.51621)  0.2778
H (9.32010, -0.27459, -0.43103)  0.3584
H (10.07921, -0.65435, 1.11408)  0.4081
H (11.42047, -1.82398, -0.61078)  0.4182
H (12.32576, -0.50680, 0.03034)  0.3627
H (11.83713, 0.88678, -1.70557)  0.2702
H (12.91087, -1.62843, -2.79736)  0.3303
H (13.78619, -0.39698, -1.77189)  0.3583
H (12.53629, -0.03101, -4.48175)  0.3943
H (14.16602, -0.32888, -4.19476)  0.4508
H (12.69087, 2.23369, -5.27806)  0.3010
H (14.49988, 1.92407, -5.25586)  0.2915
H (13.85716, 3.35367, -4.55833)  0.2483
C (3.33182, 0.97136, 6.24723)  -0.7114
O (4.10513, -0.19624, 6.14156)  -0.3950
C (4.06467, -0.82344, 4.82290)  -0.2126
C (4.93037, -2.09125, 4.83701)  -0.8483
N (4.68055, -2.86943, 6.08378)  -0.5320
C (3.59257, -3.78333, 5.80183)  -0.3483
C (2.78965, -3.99240, 7.13879)  -0.7979
O (2.07528, -2.80862, 7.54693)  -0.1939
C (1.37095, -3.11720, 8.72610)  -0.8350
H (3.66142, 1.73500, 5.54274)  0.2788
H (3.26266, 1.17196, 7.31638)  0.2868
H (2.30521, 0.68619, 6.01732)  0.2521
H (4.42748, -0.12021, 4.07327)  0.4725
H (3.04302, -0.96591, 4.47070)  0.1528
H (5.97777, -1.79056, 4.86189)  0.3515
H (4.84792, -2.69526, 3.93341)  0.3681
H (4.22835, -2.11704, 6.58328)  0.4264
H (3.96889, -4.75332, 5.47687)  0.3626
H (2.85191, -3.32377, 5.14734)  0.2370
H (3.42665, -4.37738, 7.93510)  0.3668
H (2.12087, -4.81817, 6.89602)  0.4560
H (1.93989, -3.01733, 9.65045)  0.3006
H (0.84750, -4.07213, 8.67913)  0.3271
H (0.60155, -2.34931, 8.80657)  0.2421
C (1.23666, 6.33098, 1.81989)  -0.7447
O (2.37917, 6.94163, 1.20642)  -0.2226
C (3.46185, 7.09637, 2.08325)  -0.6580
C (4.70153, 7.60645, 1.32642)  -0.6827
N (5.34641, 6.53910, 0.60737)  -0.2730
C (6.45995, 6.97535, -0.14386)  -0.6374
C (7.12192, 5.85153, -0.91563)  -0.5080
O (6.24296, 5.11122, -1.69258)  -0.2248
C (6.85229, 3.93898, -2.26093)  -0.7394
H (0.43933, 6.34717, 1.07684)  0.2078
H (0.90285, 6.99031, 2.62111)  0.3232
H (1.51675, 5.32485, 2.13188)  0.2956
H (3.75868, 6.15357, 2.54276)  0.3272
H (3.18433, 7.86152, 2.80825)  0.4424
H (5.39519, 8.08843, 2.01537)  0.3594
H (4.46394, 8.39384, 0.61111)  0.3911
H (4.74321, 5.91300, 0.09333)  0.2259
H (7.14247, 7.38753, 0.59937)  0.3018
H (6.07033, 7.70456, -0.85417)  0.3457
H (7.66316, 5.21066, -0.21960)  0.2911
H (7.80783, 6.30249, -1.63275)  0.3711
H (6.04286, 3.46581, -2.81682)  0.2767
H (7.11653, 3.15976, -1.54602)  0.2104
H (7.77986, 4.02907, -2.82628)  0.3255
C (-6.85509, -0.99762, -5.17962)  -0.6833
O (-7.84788, -0.48592, -5.99474)  -0.3305
C (-8.89085, -1.38303, -6.40021)  -0.7108
C (-9.86342, -0.87458, -7.46317)  -0.5445
N (-9.20427, -0.90680, -8.81358)  -0.3833
C (-10.15885, -0.57505, -9.83734)  -0.5875
C (-9.54258, -0.25486, -11.20982)  -0.6506
O (-8.82865, 0.99042, -11.12493)  -0.3116
C (-7.96950, 1.20638, -12.22694)  -0.7271
H (-7.32529, -1.01625, -4.19643)  0.2859
H (-5.99157, -0.33383, -5.13711)  0.2414
H (-6.47153, -1.96391, -5.50713)  0.3085
H (-9.43332, -1.58477, -5.47657)  0.4162
H (-8.44610, -2.32496, -6.72126)  0.3700
H (-10.10118, 0.14751, -7.16834)  0.3415
H (-10.72606, -1.53940, -7.41880)  0.3960
H (-8.48201, -0.20837, -8.91678)  0.2349
H (-10.70562, 0.33344, -9.58478)  0.3322
H (-10.82763, -1.42765, -9.95526)  0.3806
H (-10.37175, -0.27095, -11.91715)  0.4075
H (-8.78906, -1.01470, -11.41711)  0.3667
H (-8.61197, 1.09830, -13.10082)  0.3037
H (-7.12015, 0.52390, -12.25725)  0.2860
H (-7.63082, 2.23938, -12.30635)  0.2586
C (-1.47896, -2.49804, -4.67199)  -0.8243
O (-1.87667, -3.01364, -3.41704)  -0.2452
C (-1.62389, -4.41376, -3.33312)  -0.6782
C (-2.15822, -5.03230, -2.04699)  -0.6043
N (-3.51649, -4.51600, -1.89410)  -0.4641
C (-3.85814, -4.57811, -0.45827)  -0.4320
C (-5.28298, -4.12313, -0.23680)  -0.9446
O (-5.31676, -2.75755, -0.03030)  -0.1084
C (-6.55834, -2.25037, 0.46603)  -0.8136
H (-2.01956, -2.87675, -5.53943)  0.3287
H (-0.41286, -2.67705, -4.81161)  0.3238
H (-1.68211, -1.42833, -4.72240)  0.2421
H (-0.54610, -4.54035, -3.43531)  0.4521
H (-2.00364, -5.06221, -4.12270)  0.4042
H (-1.47633, -4.81315, -1.22535)  0.2939
H (-2.25148, -6.11212, -2.16263)  0.3101
H (-3.44149, -3.53357, -2.11616)  0.3472
H (-3.28305, -3.89078, 0.16217)  0.2294
H (-3.75147, -5.57825, -0.03823)  0.4794
H (-5.70298, -4.61454, 0.64082)  0.4882
H (-5.98887, -4.49121, -0.98134)  0.3914
H (-6.43619, -1.19583, 0.71327)  0.1928
H (-6.82580, -2.77285, 1.38449)  0.3492
H (-7.31675, -2.34255, -0.31141)  0.2920
C (1.90157, 1.47898, 0.21648)  -0.7110
O (0.80489, 0.56953, 0.65514)  -0.1852
C (-0.35911, 0.69040, -0.21803)  -0.7921
C (-1.39243, -0.39675, 0.27271)  -0.5112
N (-2.15862, -0.08330, 1.49058)  -0.3059
C (-1.43453, -0.07221, 2.76794)  -1.1167
C (-0.92290, -1.46216, 3.25368)  -0.4811
O (-1.97735, -2.45343, 3.22890)  -0.2695
C (-1.57513, -3.65089, 3.94868)  -0.8586
H (2.28448, 1.27718, -0.78389)  0.2971
H (2.69878, 1.31557, 0.94164)  0.1944
H (1.58261, 2.51302, 0.34730)  0.2616
H (-0.03343, 0.47352, -1.23538)  0.4391
H (-0.74927, 1.70506, -0.13836)  0.3888
H (-0.80578, -1.31385, 0.32630)  0.2304
H (-2.18550, -0.47114, -0.47133)  0.5049
H (-2.79840, -0.84497, 1.66568)  0.2235
H (-2.19072, 0.07151, 3.53970)  0.4811
H (-0.66396, 0.69300, 2.86159)  0.3677
H (-0.57563, -1.32869, 4.27822)  0.5206
H (-0.02736, -1.74801, 2.70197)  0.4010
H (-2.23752, -4.50705, 3.82085)  0.2625
H (-1.46243, -3.52684, 5.02572)  0.3010
H (-0.58280, -3.93877, 3.60155)  0.3431
C (-4.74280, -10.57813, 6.13339)  -1.1808
C (-4.05299, -9.50994, 5.22336)  0.3986
C (-2.51803, -9.73555, 5.16972)  -1.1807
O (-4.66448, -9.52639, 3.94480)  -0.5569
H (-4.73353, -11.51994, 5.58473)  0.3194
H (-5.76429, -10.26285, 6.34615)  0.3208
H (-4.29730, -10.69023, 7.12185)  0.3333
H (-4.20774, -8.54771, 5.71146)  0.2543
H (-1.94290, -9.36663, 6.01897)  0.3435
H (-2.19935, -9.12826, 4.32253)  0.3182
H (-2.29421, -10.78304, 4.96779)  0.3050
H (-5.40529, -8.91648, 3.97348)  0.3250
C (-5.33897, -1.99966, 7.54001)  -1.4354
C (-5.91211, -0.89982, 6.64478)  0.7255
C (-7.41422, -0.92864, 6.62495)  -1.2677
O (-5.48816, 0.33786, 7.21449)  -0.5648
H (-4.25237, -2.07234, 7.58573)  0.3061
H (-5.75101, -2.96029, 7.23093)  0.3877
H (-5.72909, -1.98511, 8.55771)  0.3768
H (-5.47991, -0.96842, 5.64649)  0.1579
H (-7.85424, -0.77713, 7.61062)  0.3180
H (-7.78395, -1.89859, 6.29241)  0.3402
H (-7.73543, -0.18982, 5.89074)  0.3338
H (-5.63945, 1.03553, 6.57264)  0.3233
C (-6.30264, 3.14620, -0.81346)  -1.1508
C (-5.05572, 3.95521, -0.74661)  0.6479
C (-5.33317, 5.42366, -0.74255)  -1.3672
O (-4.54402, 3.61017, 0.51417)  -0.5570
H (-6.75011, 3.29998, -1.79540)  0.3456
H (-7.01091, 3.46291, -0.04785)  0.3065
H (-6.14369, 2.08193, -0.63975)  0.2048
H (-4.37736, 3.62026, -1.53129)  0.2568
H (-4.39712, 5.96495, -0.88005)  0.2935
H (-5.98253, 5.68682, 0.09242)  0.3622
H (-5.98307, 5.73058, -1.56203)  0.3846
H (-4.15440, 2.73557, 0.58398)  0.2698
C (2.61166, 7.63844, -4.64377)  -1.2270
C (1.15302, 7.18438, -4.49007)  0.3612
C (0.85853, 6.02482, -3.50323)  -1.0754
O (0.37090, 8.28810, -4.18792)  -0.5481
H (3.18689, 6.93076, -5.24077)  0.3610
H (3.09217, 7.63975, -3.66541)  0.2853
H (2.65368, 8.55818, -5.22722)  0.3267
H (0.82414, 6.76341, -5.44019)  0.2996
H (1.36275, 5.11490, -3.82867)  0.3364
H (-0.20743, 5.87457, -3.67427)  0.2889
H (1.12655, 6.23045, -2.46689)  0.2583
H (0.71498, 8.67166, -3.37793)  0.3360

Calculated values
SMILES = COCCNCCOC.COCCNCCOC.COCCNCCOC.COCCNCCOC.COCCNCCOC.COCCNCCOC.CC(C)O.CC(C)O.CC(C)O.CC(C)O
Charge = 0
Multiplicity = 1

***

Record 2
Computed, not measured: a molecular structure, C2H30CdF6NO19S2 at a distorted geometry, with ωB97M-V with the def2-TZVPD basis set.

Each line ends with the Mulliken charge.
Geometry (Å):
Cd (2.58696, -1.89488, -0.76728)  0.7871
C (-0.88556, -0.65342, 1.21797)  0.4607
F (-0.38100, -1.68268, 1.92272)  -0.3091
F (-1.71670, -1.10082, 0.30874)  -0.1154
F (-1.49374, 0.14479, 2.05636)  -0.0678
S (0.64049, 0.19289, 0.46717)  1.1152
O (0.36521, 1.58328, 0.31171)  -0.3330
O (1.71309, -0.10326, 1.39223)  -0.8240
N (0.99078, -0.69969, -0.91245)  0.2570
S (0.12129, -0.05713, -2.11448)  0.6919
O (-1.18317, 0.41818, -1.76936)  -0.5451
O (0.93763, 0.85560, -2.87613)  -0.4538
C (-0.21135, -1.51094, -3.24337)  0.5046
F (-1.21623, -1.24548, -4.04724)  -0.1810
F (0.87944, -1.76449, -3.97602)  -0.2355
F (-0.50739, -2.61019, -2.54684)  -0.2396
O (3.64456, -0.83640, -2.26417)  -0.3560
H (3.75902, 0.15334, -2.33731)  0.3737
H (3.96881, -1.20146, -3.09690)  0.2616
O (-2.67463, -3.20771, 2.48553)  -0.6754
H (-2.17602, -2.48386, 2.88509)  0.2872
H (-3.55333, -2.83948, 2.34507)  0.3474
O (-0.68648, 4.52269, 0.06000)  -0.6501
H (0.08995, 4.00566, -0.17565)  0.2789
H (-0.33953, 5.35846, 0.39187)  0.3243
O (-4.04492, -0.03821, -1.95348)  -0.6477
H (-3.17547, 0.11257, -1.56599)  0.3841
H (-4.52400, 0.78481, -1.81687)  0.2990
O (-3.73578, 0.83336, 3.61597)  -0.6426
H (-3.97900, 1.24010, 4.45572)  0.2986
H (-3.78091, 1.55214, 2.97561)  0.2760
O (2.00895, 3.18701, -4.32356)  -0.6450
H (2.06009, 3.40700, -5.25920)  0.3072
H (1.12815, 2.81306, -4.20096)  0.3183
O (-1.05757, -3.95758, 0.14918)  -0.5589
H (-1.45595, -3.68303, 0.99771)  0.3494
H (-1.29475, -4.88943, 0.06541)  0.2671
O (-2.52909, -1.45159, 4.83805)  -0.6537
H (-1.61338, -1.18496, 4.97356)  0.3254
H (-2.93735, -0.67149, 4.42391)  0.3764
O (0.14433, 1.75704, 3.97922)  -0.5443
H (0.56619, 2.61068, 3.83459)  0.3168
H (0.83901, 1.10338, 3.81777)  0.2560
O (2.31229, -0.25427, 4.41195)  -0.6229
H (2.15152, -0.88056, 3.69829)  0.2642
H (3.22334, -0.41053, 4.67945)  0.2973
O (-0.52475, -3.14172, -6.58621)  -0.6131
H (-1.06730, -2.91615, -5.82527)  0.3029
H (-1.14376, -3.16468, -7.32299)  0.3171
O (-2.17230, 3.10289, 2.15563)  -0.6402
H (-1.63242, 3.53574, 1.47494)  0.3502
H (-1.60934, 2.40688, 2.51090)  0.3289
O (1.52699, -3.44698, 0.33477)  -0.4764
H (0.53717, -3.60846, 0.35422)  0.4166
H (1.93046, -4.21442, 0.75909)  0.2582
O (3.04381, 3.74032, 1.56298)  -0.5932
H (3.69792, 3.04277, 1.66736)  0.2941
H (2.51045, 3.46357, 0.81180)  0.2823
O (3.96518, 1.67547, -2.86999)  -0.6130
H (3.22000, 2.21222, -3.19498)  0.3800
H (4.74012, 1.99005, -3.34586)  0.2808

Calculated values
Charge = +1
Multiplicity = 1

***

Record 3
Computed, not measured: 2 unconnected molecules or ions with the total composition C4H6N2O, with ωB97M-V with the def2-TZVPD basis set.

Each line ends with the Mulliken charge.
Geometry (Å):
C (1.17686, -0.10744, 0.53852)  0.6475
C (-0.75444, -0.24671, -0.26280)  0.0450
N (1.29142, 1.15850, 0.63163)  -0.6217
C (-0.81072, 0.71473, -1.22748)  -0.0691
C (-1.46178, -1.09514, 0.45301)  -0.6816
N (1.60700, -1.23077, 0.84221)  -0.6485
O (-0.35947, 1.92409, -1.05456)  -0.4933
H (0.30756, 1.85326, -0.21097)  0.4398
H (2.25058, 1.48344, 0.71068)  0.2365
H (1.36002, -2.02205, 0.26353)  0.2890
H (-1.07769, 0.45760, -2.25420)  0.3145
H (-2.54678, -1.05291, 0.48615)  0.2539
H (-0.98260, -1.83660, 1.08429)  0.2880

Calculated values
SMILES = C=C=CO.N=C=N
Charge = 0
Multiplicity = 1

***

Record 4
Computed, not measured: C7H10N2O2S2 in the gas phase at a distorted geometry, with ωB97M-V with the def2-TZVPD basis set.

Each line ends with the Mulliken charge.
Geometry (Å):
C (0.91227, 1.82854, -1.79954)  -0.6397
C (1.76373, 3.51234, -0.70176)  -0.1425
C (0.68838, 1.34918, -0.52878)  0.7208
C (-2.03638, -1.82322, 2.54420)  -0.4443
C (-1.59798, -0.64007, 2.17985)  -0.2973
C (0.45156, -1.67468, -1.67744)  -1.0191
C (-0.55975, -0.71476, -1.05397)  -0.7343
N (1.50972, 3.03647, -1.86079)  -0.5815
N (-0.00179, 0.25064, -0.15620)  -0.1755
O (0.69551, -1.80980, 1.59716)  -0.5980
O (0.76486, 0.47531, 2.53088)  -0.6407
S (1.26741, 2.49979, 0.64158)  -0.0716
S (0.12398, -0.50558, 1.71883)  1.1285
H (0.63330, 1.33546, -2.71115)  0.4205
H (2.24858, 4.45130, -0.53196)  0.3956
H (-3.03552, -1.99373, 2.91394)  0.2783
H (-1.37946, -2.67764, 2.48205)  0.2927
H (-2.13446, 0.28983, 2.20863)  0.3476
H (1.18942, -1.12614, -2.25687)  0.3083
H (0.96006, -2.23547, -0.89717)  0.2706
H (-0.07003, -2.36835, -2.33302)  0.3709
H (-1.10203, -0.17509, -1.83973)  0.5235
H (-1.29138, -1.28433, -0.46873)  0.2872

Calculated values
SMILES = C=CS(=O)(=O)N(CC)c1cncs1
Charge = 0
Multiplicity = 1

***

Respective electronic energy values: -93442.595, -85486.439, -9269.350, -36164.107 eV.
Respective gap between HOMO and LUMO values: 0.319, 0.268, 0.320, 0.282 hartree.
Respective energy above the lowest of the compared OMol25 structures with the same formula, charge and spin values: 91.39, 9.29, 95.74, 46.06 kcal per mole.